Entry 1:
# C34H28Co2NO7

A molecular structure, C34H28Co2NO7 at a distorted geometry (ωB97M-V with the def2-TZVPD basis set, the Open Molecules 2025 dataset).

Atoms and positions in Å:
C  -2.963135  4.294600  2.187229
O  -3.634460  3.265711  1.419434
C  -3.220552  1.976504  1.552769
C  -3.839034  1.024454  0.704917
C  -3.336498  -0.247895  0.629415
C  -2.176688  -0.635271  1.356430
C  -1.517864  -1.872196  1.009556
C  -0.148442  -2.024954  0.897890
N  0.353644  -3.095132  0.225286
C  -0.508660  -3.980515  -0.534058
C  0.423442  -4.974092  -1.244176
C  1.853249  -4.468547  -1.024752
C  1.772103  -3.324046  -0.001182
C  0.837798  -1.012574  1.404154
C  0.898142  0.263245  0.818431
C  1.833891  1.196029  1.256902
C  2.719238  0.862552  2.282329
C  2.655233  -0.398535  2.877834
C  1.726915  -1.338577  2.435255
C  -1.691823  0.273757  2.320552
C  -2.191469  1.559898  2.433371
H  -3.400509  5.225052  1.821194
H  -3.172097  4.177599  3.262613
H  -1.875366  4.282868  2.006935
H  -4.687333  1.349428  0.104965
H  -3.783741  -0.973797  -0.053555
H  -2.146916  -2.577155  0.472750
H  -1.238326  -4.494646  0.105477
H  -1.086428  -3.422637  -1.288475
H  0.288439  -5.969470  -0.811295
H  0.177799  -5.026934  -2.308098
H  2.509572  -5.252028  -0.640075
H  2.282033  -4.084144  -1.955494
H  2.277055  -2.414126  -0.363795
H  2.268308  -3.607910  0.940715
H  0.204158  0.502928  0.009726
H  1.868292  2.180626  0.787339
H  3.449715  1.595224  2.633200
H  3.336868  -0.655295  3.687994
H  1.688959  -2.344704  2.869503
H  -0.864977  -0.033907  2.966694
H  -1.772418  2.250860  3.169945
O  0.355015  -0.240735  5.275572
C  -0.078292  -1.280124  4.993432
Co  -1.042779  -2.700159  4.589605
C  -2.603714  -1.976450  4.439674
O  -3.637202  -1.459068  4.344361
C  -1.906084  -4.013796  3.302934
O  -2.372570  -4.057196  2.194798
C  -0.867255  -3.872990  6.203275
C  -1.538712  -3.763846  7.495540
C  -1.679184  -2.528889  8.159276
C  -2.374580  -2.448854  9.366440
C  -2.914449  -3.605232  9.945765
C  -2.760113  -4.839282  9.296682
C  -2.076053  -4.921138  8.083137
C  -0.748087  -4.785456  5.152196
C  -1.626555  -5.262038  4.111530
Co  0.837366  -4.261582  5.637842
C  1.902276  -2.858925  5.907913
O  2.745302  -2.079447  6.052577
C  1.532918  -4.734270  4.096682
O  2.037951  -5.045936  3.097659
C  1.485121  -5.319286  6.879587
O  1.964369  -5.978722  7.700100
H  -1.249273  -1.633034  7.705649
H  -2.482555  -1.483327  9.865001
H  -3.446523  -3.547725  10.897602
H  -3.160665  -5.750377  9.742601
H  -1.957247  -5.880624  7.569544
H  -1.126243  -6.026849  3.493896
H  -2.562581  -5.685422  4.529734

Cartesian forces (eV/Å) of the 3 atoms listed first:
-0.46 -0.86 -0.43
0.07 1.07 0.54
0.75 -1.05 0.26

## Properties
Net charge   -1
Total energy   -4659.28080 Eh
Highest occupied orbital energy   -3.45 eV
Frontier orbital gap   6.14 eV



Entry 2:
# C34H28F12NO4PdS

A molecular structure, C34H28F12NO4PdS (ωB97M-V with the def2-TZVPD basis set, the Open Molecules 2025 dataset).

Atoms and positions in Å:
Pd  -0.387608  0.780426  -0.827004
C  2.397133  4.398751  4.560074
C  1.752238  3.346582  3.698245
C  0.629886  2.647905  4.133237
C  0.056660  1.691057  3.330881
C  0.554164  1.403288  2.037885
N  -0.124042  0.490634  1.279869
C  -0.740712  -0.595810  1.858578
C  -0.025479  -1.318287  2.830674
C  -0.515240  -2.487434  3.369873
C  -1.755188  -2.976213  2.978647
C  -2.297987  -4.268851  3.526447
C  -2.485857  -2.239925  2.049030
C  -2.017681  -1.067058  1.469666
C  -2.948628  -0.202150  0.566613
O  -2.439803  0.950569  0.131578
C  -4.210038  0.152987  1.457792
F  -5.102789  -0.865971  1.593974
F  -4.885331  1.195257  0.977396
F  -3.832130  0.485695  2.710835
C  -3.499821  -1.042614  -0.666333
F  -4.675180  -0.560208  -1.106332
F  -3.686578  -2.368745  -0.440600
F  -2.652081  -0.974804  -1.705418
C  1.684473  2.127711  1.573762
C  2.255278  3.059834  2.432516
C  2.356962  1.825765  0.201572
O  1.833336  0.837666  -0.520336
C  2.417340  3.145242  -0.679897
F  3.372891  3.061398  -1.617375
F  2.640247  4.303169  -0.009073
F  1.252010  3.325733  -1.325390
C  3.850078  1.415296  0.500054
F  4.664629  2.465065  0.802898
F  3.910752  0.575004  1.552849
F  4.413599  0.784245  -0.528592
H  2.302528  4.151521  5.618829
H  1.923787  5.371879  4.402903
H  3.455967  4.503158  4.321263
H  0.203997  2.859676  5.109048
H  -0.823707  1.154967  3.662138
H  0.955015  -0.953092  3.111590
H  0.075534  -3.035227  4.097384
H  -1.855768  -4.503083  4.495718
H  -2.079706  -5.099669  2.850045
H  -3.381735  -4.218984  3.642007
H  -3.467387  -2.604305  1.783426
H  3.137225  3.595519  2.114438
O  1.417052  0.405149  -3.771938
S  0.407563  -0.427011  -3.079224
C  0.114605  -1.855139  -4.196825
C  1.151011  -2.256972  -5.023476
C  0.992971  -3.386858  -5.810116
C  -0.200555  -4.101827  -5.774179
C  -1.242853  -3.670941  -4.965750
C  -1.090190  -2.537591  -4.175815
C  1.266592  -1.530754  -1.913272
C  2.645595  -1.551461  -1.894206
C  3.294205  -2.409850  -1.018674
C  2.560934  -3.237669  -0.178182
C  1.171689  -3.205590  -0.207814
C  0.518227  -2.343103  -1.075060
H  2.066630  -1.676214  -5.037952
H  1.803808  -3.716936  -6.448779
H  -0.318378  -4.990553  -6.382748
H  -2.178987  -4.216660  -4.948826
H  -1.903527  -2.193176  -3.546050
H  3.193581  -0.862843  -2.526317
H  4.376356  -2.412243  -0.971614
H  3.071386  -3.898505  0.512833
H  0.593649  -3.838879  0.455430
H  -0.564471  -2.318065  -1.101534
C  -1.840527  5.058990  -1.639197
C  -1.845088  3.603564  -1.214220
O  -1.462250  2.738562  -2.289823
H  -2.216690  5.684857  -0.825747
H  -2.478730  5.208412  -2.512904
H  -0.826805  5.392129  -1.879525
H  -2.836982  3.274172  -0.919537
H  -1.185620  3.455924  -0.358007
H  -0.659451  3.093513  -2.688336

Cartesian forces (eV/Å) of the 3 atoms listed first:
0.06 0.28 0.74
-0.03 -0.04 -0.04
0.03 -0.03 -0.02

## Properties
Net charge   -1
Total energy   -3392.66423 Eh
Highest occupied orbital energy (spin up / spin down)   -4.42 / -4.93 eV
<S²>   2.042
2S+1   3
Frontier orbital gap (spin up / spin down)   7.04 / 6.01 eV



Entry 3:
# C34H28F15Ge2N2O2SSeZn

A molecular structure, C34H28F15Ge2N2O2SSeZn (ωB97M-V with the def2-TZVPD basis set, the Open Molecules 2025 dataset).

Atoms and positions in Å:
Zn  -0.195093  1.510270  1.321981
F  -2.734573  -1.563482  0.996825
C  -4.038410  -1.310153  0.850325
C  -4.462174  -0.602765  -0.265101
C  -5.830043  -0.443816  -0.399186
F  -6.370979  0.177394  -1.459053
C  -6.724425  -0.945985  0.528738
F  -8.042067  -0.787156  0.362065
C  -6.255700  -1.625883  1.631854
F  -7.114828  -2.110446  2.527073
C  -4.898482  -1.824265  1.797435
F  -4.453047  -2.512291  2.844138
Ge  -3.021137  0.114034  -1.434252
S  -1.742897  1.592257  -0.604132
C  -3.986304  0.957888  -2.958338
C  -3.935623  0.577118  -4.287012
F  -3.322579  -0.553042  -4.671507
C  -4.535347  1.311406  -5.295009
F  -4.474021  0.906222  -6.567525
C  -5.203744  2.473928  -4.981736
F  -5.775507  3.195579  -5.945257
C  -5.292647  2.883171  -3.666184
F  -5.962569  3.998323  -3.366983
C  -4.685439  2.126513  -2.686530
F  -4.823643  2.542545  -1.424411
C  -2.152119  -1.497124  -2.227381
C  -2.454416  -2.824193  -1.979762
F  -3.525807  -3.178066  -1.259048
C  -1.700100  -3.868917  -2.488426
F  -2.030902  -5.136923  -2.233061
C  -0.599446  -3.597880  -3.270515
F  0.135203  -4.592883  -3.762420
C  -0.279120  -2.288312  -3.564517
F  0.774920  -2.021781  -4.342041
C  -1.057190  -1.273481  -3.048073
F  -0.746490  -0.024674  -3.421538
N  0.272343  0.962379  3.032174
C  0.149722  -0.307946  3.480822
C  0.478438  -0.603909  4.849876
C  0.486295  -1.890975  5.356425
C  0.145057  -2.992269  4.568295
C  -0.226705  -2.745828  3.246287
C  -0.228349  -1.463884  2.723225
H  0.723397  0.238023  5.491447
H  0.759011  -2.044851  6.397044
H  0.157121  -3.998813  4.968195
H  -0.519448  -3.576148  2.609046
H  -0.522896  -1.294880  1.691525
O  1.157057  4.539705  3.577951
C  1.446809  3.606394  2.691043
O  0.832621  3.519358  1.641759
C  2.606452  2.704835  3.075528
N  2.867430  2.838241  4.514862
C  4.311338  2.975695  4.735074
C  4.761662  3.764612  3.512583
C  3.924425  3.142637  2.385201
H  2.284281  1.704290  2.793802
H  2.441067  2.078156  5.030487
H  1.737443  4.300489  4.343671
H  4.825529  2.008819  4.774259
H  4.499857  3.497798  5.673299
H  5.831764  3.671925  3.329585
H  4.522391  4.822748  3.642008
H  4.432667  2.268948  1.980215
H  3.739250  3.827542  1.558228
C  3.424555  -2.589599  -2.131123
Ge  3.733322  -0.698404  -2.533302
C  4.062650  -0.421743  -4.439891
C  5.350219  -0.109627  -1.604106
C  2.224571  0.406971  -1.941969
Se  2.371683  0.975126  -0.088175
C  2.382976  -0.799285  0.699216
H  3.595088  -3.199517  -3.020608
H  2.401513  -2.758408  -1.791547
H  4.103921  -2.920125  -1.344046
H  4.888434  -1.061563  -4.762030
H  4.343886  0.618298  -4.619262
H  3.183219  -0.661557  -5.039780
H  6.224380  -0.574878  -2.069086
H  5.329364  -0.382080  -0.547504
H  5.456673  0.975498  -1.673884
H  1.267998  -0.102132  -2.042582
H  2.171981  1.321183  -2.535273
H  1.573410  -1.383289  0.267736
H  2.191658  -0.681596  1.764858
H  3.339216  -1.289495  0.527006

Cartesian forces (eV/Å) of the 3 atoms listed first:
-0.21 -0.40 -0.24
-0.02 0.07 -0.01
0.03 0.00 -0.13

## Properties
Net charge   -1
Total energy   -11803.20438 Eh
Highest occupied orbital energy   -3.07 eV
Frontier orbital gap   5.13 eV



> What is the net charge in the second record?

-1



> Number 3 is which compound?

C34H28F15Ge2N2O2SSeZn